# 1
14
Properties=species:S:1:pos:R:3 method="wB97M-V/def2-TZVPD" lumo_energy_ev=0.7 homo_lumo_gap_ev=10.132 energy_ev=-28086.496 e_homo_ha=-0.3462
C 0.02262 0.72948 -1.22703
C 0.62523 0.58945 1.73490
C -0.26398 -0.46370 -0.42771
N -0.43856 -0.14789 0.92893
S -1.72548 -1.58705 -0.98810
Cl 1.36524 -1.52744 -0.56604
H 0.30194 0.66793 -2.34788
H -0.90471 1.23437 -1.09051
H 0.87351 1.22167 -0.90978
H 0.25255 0.47789 2.78419
H 1.49439 0.02963 1.40030
H 0.73977 1.60930 1.39740
H -0.71587 -1.22797 1.58406
H -1.62667 -1.60568 -2.27273

***

# 2
13
Properties=species:S:1:pos:R:3 method="wB97M-V/def2-TZVPD" lumo_energy_ev=1.0 homo_lumo_gap_ev=12.576 energy_ev=-8675.913 smiles=CC(C)F.F e_homo_ha=-0.4268
C -0.39820 -0.65720 -0.74721
C 0.76429 0.27065 -0.45524
C 1.43393 0.00454 0.87804
H -0.05571 -1.69514 -0.81695
H -0.87715 -0.38503 -1.69203
H -1.14430 -0.58868 0.05150
H 1.50309 0.21631 -1.26638
H 0.70171 0.07739 1.68856
H 2.22587 0.73694 1.06047
H 1.87399 -0.99821 0.89536
H -2.98409 1.12496 0.57186
F 0.27954 1.58106 -0.44184
F -3.32297 0.31242 0.27384

***

# 3
13
Properties=species:S:1:pos:R:3 method="wB97M-V/def2-TZVPD" lumo_energy_ev=0.9 homo_lumo_gap_ev=10.311 energy_ev=-7443.175 e_homo_ha=-0.3468
C -0.43810 -0.53183 0.65966
C 0.44252 0.44165 -0.06452
C 1.15436 -0.14357 -1.38191
H -1.84689 0.99625 1.94043
H -2.88700 -0.25256 0.91791
H 0.30978 -1.01250 1.41349
H -0.68940 -1.48088 -0.11491
H 1.37297 0.64242 0.89034
H -0.17215 1.57382 -0.06466
H 0.51012 -0.40792 -2.27483
H 1.90199 -1.10389 -1.17848
N -1.70935 0.34794 0.95310
F 2.05116 0.93105 -1.69563

***

# 4
13
Properties=species:S:1:pos:R:3 method="wB97M-V/def2-TZVPD" lumo_energy_ev=0.3 homo_lumo_gap_ev=8.931 energy_ev=-7440.168 e_homo_ha=-0.3162
C -2.21502 -0.17584 0.01835
C -0.04691 0.73435 -0.21382
C 1.41064 0.48222 0.37587
H -2.58391 -1.52347 -0.48861
H -3.04600 0.12402 1.13502
H -2.34005 1.31995 -0.94571
H -0.40089 -1.23718 -0.05210
H 0.18054 0.51028 -1.41436
H -0.09700 2.03046 -0.32443
H 1.58193 0.43809 1.50802
H 2.35749 1.05608 -0.18943
N -0.81682 -0.27711 0.24134
F 1.68594 -0.78032 -0.22223

***

Please write out number 1 again, unchanged.
14
Properties=species:S:1:pos:R:3 method="wB97M-V/def2-TZVPD" lumo_energy_ev=0.7 homo_lumo_gap_ev=10.132 energy_ev=-28086.496 e_homo_ha=-0.3462
C 0.02262 0.72948 -1.22703
C 0.62523 0.58945 1.73490
C -0.26398 -0.46370 -0.42771
N -0.43856 -0.14789 0.92893
S -1.72548 -1.58705 -0.98810
Cl 1.36524 -1.52744 -0.56604
H 0.30194 0.66793 -2.34788
H -0.90471 1.23437 -1.09051
H 0.87351 1.22167 -0.90978
H 0.25255 0.47789 2.78419
H 1.49439 0.02963 1.40030
H 0.73977 1.60930 1.39740
H -0.71587 -1.22797 1.58406
H -1.62667 -1.60568 -2.27273

***

What did the third record say?
13
Properties=species:S:1:pos:R:3 method="wB97M-V/def2-TZVPD" lumo_energy_ev=0.9 homo_lumo_gap_ev=10.311 energy_ev=-7443.175 e_homo_ha=-0.3468
C -0.43810 -0.53183 0.65966
C 0.44252 0.44165 -0.06452
C 1.15436 -0.14357 -1.38191
H -1.84689 0.99625 1.94043
H -2.88700 -0.25256 0.91791
H 0.30978 -1.01250 1.41349
H -0.68940 -1.48088 -0.11491
H 1.37297 0.64242 0.89034
H -0.17215 1.57382 -0.06466
H 0.51012 -0.40792 -2.27483
H 1.90199 -1.10389 -1.17848
N -1.70935 0.34794 0.95310
F 2.05116 0.93105 -1.69563